1.
C14H25N3O2S | ωB97M-V/def2-TZVPD

The geometry in XYZ format:
```
45
Properties=species:S:1:pos:R:3:forces:R:3
C 4.609 3.321 -2.128 0.0 0.0 -0.1
C 3.579 2.945 -1.396 -0.1 0.0 0.1
C 2.882 3.847 -0.415 0.2 0.2 -0.4
N 2.591 3.149 0.809 0.2 -0.3 0.8
C 1.429 2.562 1.227 -0.2 0.0 0.5
N 1.587 1.973 2.371 -0.8 -0.2 0.1
N 2.887 2.165 2.704 0.0 0.4 -0.9
C 3.546 2.887 1.764 -0.1 -0.1 0.3
S 5.110 3.376 1.780 0.8 0.2 0.0
H 3.271 1.801 3.559 0.0 0.1 -0.1
C 0.134 2.599 0.501 0.1 -0.1 -0.2
H -0.070 3.615 0.155 -0.1 0.0 0.1
H -0.638 2.314 1.217 0.0 0.1 0.0
C 0.105 1.636 -0.692 0.1 -0.3 0.3
H -0.912 1.574 -1.082 0.0 0.0 0.0
H 0.762 1.990 -1.487 0.0 0.0 -0.1
C 0.558 0.229 -0.304 -0.7 -0.1 -0.3
O 1.971 0.224 -0.270 0.3 -0.1 -0.2
H 2.286 -0.631 0.042 0.0 0.0 0.0
C 0.042 -0.803 -1.329 0.2 0.2 0.2
O -1.361 -0.815 -1.428 -0.1 0.1 -0.1
C -2.048 -1.578 -0.453 -0.1 -0.3 -0.1
C -2.091 -3.071 -0.792 0.1 0.2 0.2
C -2.796 -3.903 0.279 -0.1 0.2 -0.3
C -4.296 -3.632 0.374 0.2 -0.2 0.2
C -4.970 -4.570 1.368 0.0 0.2 -0.2
H -6.036 -4.364 1.426 -0.1 -0.1 0.1
H -4.838 -5.607 1.065 0.0 -0.1 0.0
H -4.542 -4.447 2.360 0.0 0.0 0.1
H -4.467 -2.600 0.686 -0.1 0.1 -0.1
H -4.747 -3.762 -0.612 0.0 0.1 -0.1
H -2.332 -3.711 1.250 0.0 -0.1 0.1
H -2.648 -4.960 0.047 0.0 0.0 0.1
H -2.595 -3.195 -1.752 0.0 0.0 -0.1
H -1.069 -3.439 -0.906 0.0 0.0 -0.1
H -3.059 -1.167 -0.444 0.1 0.0 0.1
H -1.605 -1.433 0.541 0.0 0.0 0.0
H 0.437 -1.797 -1.077 0.0 0.0 0.0
H 0.412 -0.527 -2.321 0.1 -0.1 0.1
H 0.162 -0.014 0.694 0.0 0.0 -0.1
H 3.527 4.698 -0.171 -0.2 -0.1 0.0
H 1.941 4.217 -0.834 0.0 0.0 0.1
H 3.186 1.939 -1.446 0.0 -0.1 -0.1
H 5.085 2.651 -2.822 0.0 -0.2 -0.1
H 5.021 4.315 -2.061 0.1 0.2 0.1
```
Positions in Å, forces in eV/Å.

E_HOMO ... -7.689 eV
Structure (SMILES) ... C=CCn1c(CC[C@H](O)COCCCCC)n[nH]c1=S
Relative energy (zero: lowest compared OMol25 entry of this formula, charge and spin) ... 1.860 eV
Orbital gap ... 8.3 eV
Electronic energy ... -1261.36639 Ha

---

2.
C12H36BF4O6 | ωB97M-V/def2-TZVPD

The geometry in XYZ format:
```
59
Properties=species:S:1:pos:R:3:forces:R:3
B 0.456 -0.064 0.665 0.9 -2.9 -4.3
F -0.802 -0.552 0.252 -0.4 0.2 -0.4
F 0.351 0.867 1.530 -0.7 4.1 3.9
F 1.109 -1.158 1.179 1.1 -1.3 0.7
F 1.229 0.412 -0.457 -0.6 -0.2 0.2
C -1.419 1.694 -3.867 2.0 -0.6 -0.2
C -1.138 1.891 -2.419 -2.6 -0.7 1.5
O -1.292 3.246 -1.989 1.0 -0.7 2.3
H -0.937 2.445 -4.489 0.6 -0.1 -0.1
H -2.425 1.763 -4.175 -1.4 -0.3 0.1
H -0.976 0.678 -4.030 -0.6 0.8 -0.7
H -0.328 1.342 -2.035 2.7 0.5 -0.2
H -1.782 1.133 -1.870 -0.9 1.3 -0.3
H -0.915 3.287 -1.026 -0.7 0.0 -2.4
C 4.169 -4.846 1.333 1.8 0.1 1.4
C 3.398 -3.494 1.576 0.4 -1.4 -0.1
O 2.896 -3.114 0.324 1.0 -3.6 -1.1
H 3.445 -5.581 1.056 -0.6 -0.4 -0.4
H 4.807 -5.389 2.182 -1.5 1.7 -1.2
H 4.903 -4.748 0.506 -0.6 0.2 0.3
H 3.929 -2.634 1.889 1.6 0.4 0.8
H 2.625 -3.595 2.337 -0.4 -0.5 -0.1
H 2.540 -2.289 0.436 -1.8 3.3 0.3
C 2.401 -1.811 -2.797 0.4 5.3 0.3
C 1.263 -1.880 -3.765 -0.4 -2.5 -0.2
O 1.820 -1.770 -5.210 -1.6 -0.9 2.6
H 2.777 -0.787 -3.176 0.5 -1.1 0.9
H 3.204 -2.469 -2.867 1.0 -1.6 -0.5
H 2.238 -1.548 -1.717 -0.7 -0.7 -1.1
H 0.519 -1.056 -3.518 0.7 -1.3 -0.6
H 0.875 -2.982 -3.553 -0.1 2.4 -1.5
H 2.121 -0.868 -5.295 0.1 0.5 0.1
C -4.203 2.840 1.559 -5.4 1.4 -0.3
C -2.926 2.269 1.372 2.0 0.3 -1.5
O -2.924 0.942 0.966 -1.9 0.2 -0.3
H -4.810 2.755 0.624 0.6 0.5 0.2
H -4.054 3.908 1.822 -0.3 -0.5 -0.3
H -4.972 2.438 2.256 1.1 -0.2 0.3
H -2.479 2.295 2.337 1.5 0.6 0.7
H -2.557 3.013 0.555 0.7 -1.5 1.4
H -2.032 0.671 0.890 1.5 -0.9 -0.3
C 1.089 5.680 0.420 -4.6 -0.4 -1.1
C 0.848 4.456 1.260 -3.3 0.4 -3.3
O 0.301 3.406 0.474 0.1 0.6 -0.1
H -0.093 6.042 0.132 3.5 0.1 1.2
H 1.484 5.571 -0.574 0.6 -0.8 -0.2
H 1.780 6.162 1.045 0.3 2.3 0.5
H 0.169 4.656 2.053 -0.7 0.6 0.9
H 1.692 4.156 1.667 4.3 -1.6 2.0
H 0.476 2.633 0.997 -0.2 -1.2 -0.1
C -2.470 -3.981 2.930 -3.6 -2.9 -1.9
C -1.934 -2.755 2.338 0.3 -3.7 -1.6
O -0.583 -3.064 2.439 1.4 0.8 -1.0
H -2.148 -4.143 3.874 1.4 0.0 3.2
H -2.453 -5.060 2.534 0.8 1.8 -0.7
H -3.518 -3.869 3.029 -1.6 0.2 0.4
H -2.180 -2.023 2.973 -0.9 3.3 2.3
H -2.362 -2.507 1.359 0.6 -0.2 -0.1
H -0.231 -2.616 1.686 1.6 0.6 -0.6
```
Positions in Å, forces in eV/Å.

E_HOMO ... -6.444 eV
Relative energy (zero: lowest compared OMol25 entry of this formula, charge and spin) ... 5.283 eV
Orbital gap ... 9.4 eV
Charge ... -1
Electronic energy ... -1354.65157 Ha